[1]
{
  "formula": "C54H67Br3F18INO21P2S",
  "method": "ωB97M-V/def2-TZVPD",
  "symbols": ["C", "C", "C", "O", "O", "C", "C", "C", "C", "I", "C", "C", "C", "C", "Br", "C", "P", "S", "C", "C", "C", "O", "C", "C", "C", "C", "C", "C", "C", "N", "C", "C", "O", "O", "C", "C", "Br", "C", "C", "Br", "C", "P", "O", "O", "O", "C", "O", "H", "H", "H", "H", "H", "H", "H", "H", "H", "H", "H", "H", "H", "H", "H", "H", "H", "H", "H", "H", "H", "H", "H", "H", "H", "H", "H", "H", "H", "H", "H", "H", "H", "H", "H", "H", "H", "C", "C", "O", "C", "O", "C", "F", "F", "F", "H", "H", "H", "H", "H", "C", "C", "O", "C", "O", "C", "F", "F", "F", "H", "H", "H", "H", "H", "C", "C", "O", "C", "O", "C", "F", "F", "F", "H", "H", "H", "H", "H", "C", "C", "O", "C", "O", "C", "F", "F", "F", "H", "H", "H", "H", "H", "C", "C", "O", "C", "O", "C", "F", "F", "F", "H", "H", "H", "H", "H", "C", "C", "O", "C", "O", "C", "F", "F", "F", "H", "H", "H", "H", "H"],
  "xyz": [[5.1850, -6.4565, 2.0107], [3.7925, -6.2962, 1.2753], [2.8553, -5.2250, 1.9511], [2.1774, -5.5081, 2.9068], [2.9013, -3.9495, 1.4095], [1.5696, -3.5170, 0.9793], [1.7953, -2.1991, 0.1563], [0.6896, -1.9044, -0.9001], [-0.7048, -1.5263, -0.5462], [-1.1882, -1.4068, 1.5602], [-1.6930, -1.2601, -1.5932], [-3.1525, -0.8233, -1.1582], [-3.0152, 0.6889, -0.6204], [-3.7333, 0.9249, 0.7720], [-3.5485, 2.0133, -2.0089], [-1.3836, -1.3543, -3.0357], [-2.6101, -1.0484, -4.3973], [-3.7086, -2.6502, -4.7014], [-0.0065, -1.7240, -3.3831], [0.9926, -1.9946, -2.3256], [2.3995, -2.4269, -2.8682], [2.9457, -3.4242, -2.4849], [2.9383, -1.4929, -4.0084], [1.9395, -1.2319, -5.0635], [2.3034, -0.4004, -6.2101], [1.2129, -0.1721, -7.2939], [0.2394, 0.9742, -6.7588], [-0.6727, 1.4674, -7.9735], [0.0981, 2.3537, -9.0092], [-0.6459, 2.3598, -10.3135], [3.6815, 0.1594, -6.2689], [3.9646, 1.0612, -7.5197], [4.5241, 0.3656, -8.6443], [3.7138, -0.6556, -9.0664], [4.6855, -0.1178, -5.2150], [6.1515, 0.4543, -5.3438], [6.2380, 2.4162, -5.1985], [6.9846, -0.1658, -6.5637], [7.3384, 0.8334, -7.7236], [6.2021, -1.8863, -7.2271], [4.2923, -0.9376, -4.0385], [5.4788, -1.2575, -2.6320], [4.8285, -1.7586, -1.3888], [6.2351, 0.1656, -2.1817], [6.6638, -2.2665, -3.2287], [0.5038, -1.8510, -4.8669], [-0.1244, -2.4094, -5.7251], [5.3984, -7.5568, 2.1350], [6.0147, -6.0214, 1.3877], [5.2282, -6.0064, 3.0321], [3.2489, -7.2699, 1.2686], [3.9927, -5.9074, 0.2393], [1.0591, -4.3412, 0.4205], [1.0060, -3.3199, 1.9328], [2.8265, -2.2059, -0.2776], [1.7543, -1.3403, 0.8905], [-3.5514, -1.5038, -0.3682], [-3.8109, -0.7683, -2.0662], [-1.9214, 0.8846, -0.4430], [-4.4028, 0.0582, 1.0029], [-4.3028, 1.8838, 0.7549], [-2.9661, 0.9789, 1.5881], [-3.4179, 0.0810, -4.0433], [-1.9874, -0.7455, -5.6417], [0.6432, -1.1076, -7.5544], [1.6029, 0.2088, -8.2681], [0.8031, 1.8768, -6.4047], [-0.4500, 0.6167, -5.9545], [-1.0813, 0.5320, -8.4555], [-1.5533, 2.0597, -7.6065], [0.1710, 3.4378, -8.7104], [1.1456, 2.0149, -9.2321], [0.0063, 2.4315, -11.0966], [-1.1181, 1.4623, -10.4469], [3.0185, 1.5554, -7.8933], [4.6380, 1.9314, -7.2858], [3.8118, -1.4394, -8.4869], [6.7070, 0.0900, -4.4343], [7.9803, -0.4958, -6.1548], [8.3484, 1.3146, -7.5882], [7.4378, 0.2148, -8.6621], [6.5863, 1.6251, -7.9286], [6.4206, 0.0589, -1.2282], [6.3766, -3.1558, -2.9277], [7.3357, -5.3343, -7.7199], [7.9428, -5.0906, -9.0859], [9.3669, -5.2817, -9.0499], [9.7927, -6.5450, -9.1675], [9.0782, -7.4967, -9.2965], [11.3217, -6.5907, -9.1590], [11.8507, -5.7975, -8.2098], [11.8329, -6.1822, -10.3354], [11.7924, -7.8239, -8.9374], [7.8213, -4.7095, -6.9677], [6.2676, -5.1116, -7.7281], [7.4708, -6.3718, -7.4089], [7.7755, -4.0547, -9.3836], [7.4848, -5.7231, -9.8481], [-9.0577, 4.7402, 2.8023], [-8.4622, 4.6101, 1.4158], [-7.1031, 5.0810, 1.4016], [-6.1750, 4.2087, 1.8024], [-6.3983, 3.0887, 2.1637], [-4.7825, 4.8310, 1.6902], [-4.7425, 6.0950, 2.1490], [-4.3577, 4.8761, 0.4153], [-3.8553, 4.1474, 2.3806], [-8.9670, 5.7667, 3.1637], [-10.1116, 4.4593, 2.7967], [-8.5334, 4.1031, 3.5167], [-9.0154, 5.2375, 0.7165], [-8.5230, 3.5851, 1.0465], [-0.4070, -5.3248, 4.5136], [-0.1545, -5.9205, 5.8816], [-0.8223, -5.1550, 6.9022], [-2.1127, -5.4391, 7.0991], [-2.7311, -6.2680, 6.4957], [-2.6733, -4.5846, 8.2371], [-2.2827, -3.2994, 8.1575], [-2.2689, -5.0301, 9.4427], [-4.0147, -4.5759, 8.2600], [-0.1227, -4.2704, 4.4960], [0.1617, -5.8551, 3.7537], [-1.4667, -5.3748, 4.2528], [0.9108, -5.8794, 6.1095], [-0.4534, -6.9692, 5.9248], [-4.9049, -2.4562, 10.4405], [-4.6509, -3.0565, 11.8075], [-5.3207, -2.2975, 12.8293], [-6.6119, -2.5869, 13.0241], [-7.2255, -3.4157, 12.4158], [-7.1774, -1.7392, 14.1652], [-6.7901, -0.4534, 14.0866], [-6.7706, -2.1944, 15.3653], [-8.5163, -1.7382, 14.1830], [-4.6245, -1.4006, 10.4267], [-4.3342, -2.9826, 9.6779], [-5.9634, -2.5084, 10.1787], [-3.5857, -3.0133, 12.0365], [-4.9467, -4.1063, 11.8465], [-3.4621, 11.5644, 4.6205], [-4.0143, 10.8201, 3.4221], [-5.0806, 9.9412, 3.8176], [-6.2902, 10.5017, 3.9342], [-6.5292, 11.6575, 3.7350], [-7.3282, 9.4442, 4.3133], [-6.8876, 8.6146, 5.2765], [-7.6552, 8.6725, 3.2591], [-8.4667, 9.9824, 4.7669], [-3.1570, 10.8631, 5.4000], [-2.6017, 12.1703, 4.3336], [-4.2172, 12.2198, 5.0577], [-3.2369, 10.1897, 2.9894], [-4.3458, 11.5058, 2.6406], [-2.5221, 4.8504, 5.1576], [-1.0403, 4.7760, 4.8533], [-0.2702, 4.7867, 6.0672], [-0.1279, 3.6066, 6.6813], [-0.5908, 2.5737, 6.2907], [0.7477, 3.7602, 7.9263], [0.4235, 4.8484, 8.6470], [2.0485, 3.8833, 7.6009], [0.6503, 2.7092, 8.7493], [-2.7426, 5.7184, 5.7828], [-3.1000, 4.9225, 4.2372], [-2.8553, 3.9684, 5.7077], [-0.7365, 5.6556, 4.2849], [-0.7979, 3.9011, 4.2474]],
  "atomic_forces_ev_per_a": [[0.2, -0.5, -0.1], [0.2, 1.4, -0.1], [0.9, -0.8, 0.2], [0.2, 0.4, -0.7], [-0.5, -1.3, -0.5], [0.0, 0.5, 0.9], [-0.6, 0.5, 0.4], [-1.2, -0.1, -1.3], [1.3, -0.5, -2.4], [0.2, -0.1, -1.3], [-0.2, -0.3, 0.0], [1.4, 1.3, -0.8], [0.6, -0.9, 1.4], [0.0, 0.1, -0.5], [0.1, -0.5, 0.6], [2.8, -0.1, 1.4], [-1.2, -1.6, 0.0], [0.1, 0.4, 0.2], [-0.1, 0.3, 1.5], [-1.3, 0.5, -0.4], [-0.8, 0.9, 0.1], [0.0, 0.3, -0.4], [-0.3, 0.6, -0.8], [1.9, 0.6, 0.3], [1.2, -1.1, 1.0], [-0.2, 1.1, 0.4], [-0.7, 0.3, -1.4], [0.4, -0.1, 0.5], [-0.1, 0.1, -1.0], [0.2, -0.4, 0.2], [-0.9, -0.7, 0.9], [-0.9, 0.6, 0.3], [1.6, 1.0, 1.2], [-1.7, -1.1, -0.9], [-1.9, 0.1, -0.2], [-0.4, -2.2, 0.7], [0.0, -0.7, 0.0], [1.1, 1.3, 0.1], [0.3, -0.8, -1.1], [0.5, 0.6, 0.4], [-0.6, 0.8, -2.0], [0.2, 0.2, 1.6], [0.4, 0.0, -1.3], [-0.5, -1.7, -1.4], [-1.7, 1.1, 0.8], [1.0, 0.4, 1.5], [0.2, 0.4, 0.2], [-0.1, 1.2, -0.1], [-0.9, -0.4, 0.7], [-0.2, -0.3, -0.9], [0.3, 0.9, -0.1], [-0.3, -0.7, 0.9], [0.5, 0.7, 0.2], [0.3, -0.2, -1.2], [-1.0, -0.1, 0.1], [0.1, -0.8, -0.7], [0.2, 0.6, -0.7], [0.4, -0.6, 1.1], [-1.2, 0.0, -0.5], [0.4, 0.9, -0.2], [0.3, -0.9, 0.1], [-0.7, 0.0, -0.8], [0.9, -0.2, -0.1], [0.3, 0.4, 0.9], [0.6, 0.9, 0.7], [0.0, -0.5, 1.0], [-0.3, -1.0, 0.0], [0.8, 0.3, -0.4], [0.4, 1.0, 0.2], [0.8, -0.6, -0.2], [-0.1, -1.2, 0.2], [-0.7, 0.0, 0.7], [-0.2, 0.1, 0.3], [0.2, 0.3, 0.1], [0.8, -0.6, 0.7], [-0.4, -1.2, -0.3], [0.6, 0.6, 0.2], [-0.6, 0.7, -0.9], [-1.3, 0.2, -0.3], [-1.1, -0.5, 0.3], [-0.2, 0.7, 0.9], [0.6, -0.7, 0.3], [-0.2, 0.0, -0.4], [0.3, 0.4, -0.2], [0.2, -0.2, 0.2], [-0.7, 0.2, 0.1], [0.6, -0.3, -0.2], [-1.3, 0.5, -0.1], [0.6, -0.1, 0.0], [1.6, -0.1, 0.1], [-0.4, -0.1, -0.1], [-0.5, 0.0, 0.1], [-0.5, 0.2, -0.1], [-0.1, 0.1, -0.1], [0.0, 0.0, 0.0], [-0.1, 0.0, -0.1], [0.3, 0.0, 0.0], [0.2, -0.1, 0.1], [0.3, 0.0, 0.3], [-0.8, -0.1, 0.1], [0.8, -0.1, -0.1], [-1.4, -0.2, -0.1], [0.6, 0.2, 0.0], [1.4, 0.8, -0.1], [-0.4, -0.3, 0.0], [-0.4, -0.2, 0.1], [-0.6, -0.2, -0.2], [-0.1, 0.0, -0.1], [0.0, 0.0, -0.1], [-0.1, -0.1, -0.1], [0.3, 0.1, 0.0], [0.3, 0.0, 0.1], [-0.5, 0.1, 0.0], [0.4, -0.2, -0.7], [-0.5, 0.1, 0.6], [1.0, -0.6, -0.9], [-0.4, 0.3, 0.4], [-0.6, 0.9, 1.0], [0.1, -0.3, -0.3], [0.1, -0.2, -0.4], [0.4, -0.4, -0.5], [0.2, -0.1, 0.0], [0.0, 0.0, 0.1], [0.0, -0.1, 0.1], [-0.1, 0.2, 0.2], [-0.2, 0.1, 0.1], [-0.3, 0.2, 0.0], [0.4, -0.2, -0.6], [-0.5, 0.1, 0.6], [0.9, -0.6, -0.9], [-0.3, 0.3, 0.4], [-0.7, 0.9, 1.0], [0.1, -0.4, -0.3], [0.1, -0.2, -0.4], [0.4, -0.3, -0.3], [0.1, -0.1, 0.0], [-0.1, 0.1, 0.2], [0.1, -0.1, 0.0], [-0.1, 0.2, 0.2], [-0.2, 0.1, 0.1], [-0.2, 0.0, 0.3], [0.6, 0.4, -0.1], [-0.7, -0.3, 0.0], [1.2, 0.6, -0.4], [-0.5, -0.3, 0.2], [-1.1, -1.0, 0.6], [0.2, 0.3, -0.2], [0.3, 0.3, -0.1], [0.5, 0.3, -0.2], [0.1, 0.0, -0.1], [0.0, 0.0, 0.0], [0.0, 0.0, -0.1], [-0.2, -0.2, 0.1], [-0.2, -0.1, 0.1], [-0.1, -0.1, 0.3], [-0.5, 0.1, -0.6], [0.5, -0.3, 0.5], [-0.6, 0.3, -1.2], [0.3, 0.0, 0.5], [0.8, 0.1, 1.4], [-0.2, -0.2, -0.4], [-0.3, 0.0, -0.3], [-0.2, 0.1, -0.5], [0.1, 0.0, -0.1], [0.2, 0.0, 0.2], [0.0, 0.0, -0.1], [0.2, 0.0, 0.3], [0.1, -0.1, 0.3]],
  "spin_multiplicity": 1,
  "homo_lumo_gap_ev": 7.18
}

[2]
{
  "formula": "C18H40As3FeN3O",
  "method": "ωB97M-V/def2-TZVPD",
  "symbols": ["Fe", "C", "As", "C", "C", "C", "C", "C", "As", "C", "C", "C", "As", "C", "C", "H", "H", "H", "H", "H", "H", "H", "H", "H", "H", "H", "H", "H", "H", "H", "H", "H", "H", "H", "H", "H", "H", "H", "H", "H", "H", "H", "C", "N", "C", "C", "O", "H", "H", "H", "H", "H", "H", "H", "C", "N", "C", "C", "N", "C", "H", "H", "H", "H", "H", "H"],
  "xyz": [[0.5109, -0.3445, -0.0556], [-3.3913, -1.3897, -2.3822], [-2.0001, -1.1429, -1.0445], [-0.8252, -2.5681, -1.7524], [-2.7660, -2.1936, 0.4458], [-3.3708, -1.4639, 1.6581], [-4.0598, -2.5218, 2.5369], [-2.2909, -0.8161, 2.5559], [-0.9205, 0.4128, 1.8819], [-0.1121, 0.8971, 3.5715], [-1.8793, 2.0366, 1.4472], [-4.4047, -0.3943, 1.2555], [-6.1252, -1.0313, 0.5851], [-6.8822, 0.3058, -0.5637], [-7.3728, -1.3795, 2.0017], [-4.3549, -1.0838, -1.9766], [-3.4264, -2.4447, -2.6478], [-3.1797, -0.7904, -3.2645], [-0.8109, -2.4637, -2.8370], [-1.2107, -3.5534, -1.4913], [0.2085, -2.5247, -1.4116], [-1.9722, -2.8527, 0.8060], [-3.5170, -2.8464, -0.0093], [-3.3392, -3.2570, 2.8944], [-4.8175, -3.0762, 1.9751], [-4.5327, -2.0687, 3.4114], [-1.7135, -1.6209, 3.0187], [-2.7686, -0.2734, 3.3757], [-0.8793, 1.2886, 4.2379], [0.6419, 1.6641, 3.4060], [0.3570, 0.0315, 4.0351], [-2.6204, 2.2399, 2.2192], [-2.3564, 1.9601, 0.4725], [-1.1665, 2.8592, 1.4203], [-4.0396, 0.2977, 0.4941], [-4.7109, 0.1910, 2.1302], [-6.1495, 0.6492, -1.2894], [-7.1899, 1.1265, 0.0898], [-7.7545, -0.0993, -1.0730], [-7.0366, -2.1989, 2.6300], [-8.3399, -1.6123, 1.5601], [-7.4375, -0.4522, 2.5772], [3.4752, 2.3535, 0.6563], [3.0042, 2.7693, -0.6653], [3.6725, 3.9215, -1.2913], [2.0315, 2.1563, -1.2703], [1.4025, 1.1659, -0.7931], [4.5180, 2.6419, 0.7551], [3.3871, 1.2753, 0.7618], [2.8967, 2.8527, 1.4335], [4.6998, 3.6575, -1.5336], [3.6665, 4.7568, -0.5945], [3.1437, 4.2063, -2.1967], [1.7605, 2.5340, -2.2562], [4.4771, -4.1712, 0.1106], [3.4257, -3.2538, 0.5710], [3.0573, -3.0485, 1.8790], [2.0489, -2.1429, 1.8560], [1.7933, -1.7878, 0.5420], [2.6533, -2.4888, -0.1979], [5.3905, -3.9738, 0.6644], [4.6534, -4.0024, -0.9476], [4.1607, -5.1986, 0.2703], [3.5381, -3.5580, 2.6966], [1.5041, -1.7236, 2.6836], [2.7434, -2.4580, -1.2724]],
  "atomic_forces_ev_per_a": [[-0.1, 0.3, 0.0], [-0.1, 0.2, 0.0], [0.6, -0.5, 0.0], [0.0, -0.1, -0.1], [-0.1, 0.1, 0.1], [0.0, 0.0, 0.0], [0.0, 0.0, 0.0], [0.0, 0.0, -0.1], [0.0, 0.0, 0.1], [0.0, 0.0, 0.0], [0.0, 0.0, 0.0], [0.0, 0.0, 0.0], [0.0, -0.1, 0.0], [0.0, 0.0, 0.0], [0.0, 0.0, 0.0], [0.0, 0.0, 0.0], [0.0, 0.0, 0.0], [0.0, 0.0, 0.0], [0.0, 0.0, 0.0], [-0.1, 0.0, 0.0], [0.0, 0.0, 0.1], [0.0, 0.0, 0.0], [0.0, 0.0, 0.0], [0.0, 0.0, 0.0], [0.0, 0.0, 0.0], [0.0, 0.0, 0.0], [0.0, 0.0, 0.0], [0.0, 0.0, 0.0], [0.0, 0.0, 0.0], [0.0, 0.0, 0.0], [0.0, 0.0, 0.0], [0.0, 0.0, 0.0], [0.0, 0.0, 0.0], [0.0, 0.0, 0.0], [0.0, 0.0, 0.0], [0.1, 0.0, 0.0], [0.0, 0.0, 0.0], [0.0, 0.0, -0.1], [0.0, 0.0, 0.0], [0.0, 0.0, 0.0], [0.0, 0.0, 0.0], [-0.1, 0.0, 0.0], [0.0, 0.0, 0.0], [0.1, 0.0, 0.0], [0.0, 0.0, 0.1], [-0.1, -0.1, -0.1], [0.0, 0.1, 0.0], [0.0, 0.0, 0.0], [0.0, 0.0, 0.0], [0.0, 0.0, 0.0], [0.0, 0.0, 0.0], [0.0, 0.0, 0.0], [0.0, 0.0, 0.0], [0.0, 0.0, 0.0], [-0.1, 0.0, 0.0], [0.1, 0.0, 0.0], [0.0, 0.0, 0.0], [0.0, 0.0, 0.0], [0.0, -0.1, -0.1], [0.1, 0.0, 0.1], [0.0, 0.0, 0.0], [0.0, 0.0, 0.0], [0.0, 0.0, 0.0], [0.0, 0.0, 0.0], [0.0, 0.0, 0.0], [0.0, 0.0, 0.0]],
  "spin_multiplicity": 6,
  "total_charge": 3,
  "relative_energy_kcal_mol": 0.0,
  "homo_lumo_gap_ev": [9.76, 6.56]
}

[3]
{
  "formula": "C6H34O10",
  "method": "ωB97M-V/def2-TZVPD",
  "symbols": ["C", "C", "C", "C", "C", "C", "H", "H", "H", "H", "H", "H", "H", "H", "H", "H", "H", "H", "H", "H", "O", "H", "H", "O", "H", "H", "O", "H", "H", "O", "H", "H", "O", "H", "H", "O", "H", "H", "O", "H", "H", "O", "H", "H", "O", "H", "H", "O", "H", "H"],
  "xyz": [[-0.3291, -1.0079, -3.9257], [-0.8184, -2.0190, -2.8183], [-1.0408, -1.3043, -1.4179], [-0.7046, 0.2489, -1.3408], [-1.9701, 1.1312, -1.5710], [-0.0987, 0.4781, 0.0824], [0.7005, -1.1538, -4.2576], [-1.0015, -0.9811, -4.6957], [-0.2983, 0.1292, -3.6482], [-0.0822, -2.8051, -2.7537], [-1.7201, -2.5442, -2.9953], [-0.7079, -1.9238, -0.6295], [-2.0768, -1.2766, -1.2322], [0.1252, 0.4063, -2.0434], [-1.7025, 1.6059, -2.4865], [-2.2051, 1.7821, -0.6740], [-2.9838, 0.7732, -1.5395], [0.3518, -0.3493, 0.4327], [0.6152, 1.4216, 0.0788], [-0.8392, 0.7369, 0.9409], [3.3132, -2.5771, 1.3630], [3.5587, -1.9456, 0.7414], [3.2748, -2.1013, 2.1508], [-1.9260, -0.1333, 2.7510], [-1.4821, -0.8932, 3.2549], [-2.4401, -0.6629, 2.1869], [-0.4276, -2.9895, 1.5077], [0.2847, -3.6932, 1.4939], [0.2890, -2.3055, 1.1737], [-4.0011, -1.6900, 1.4863], [-3.6427, -2.0214, 0.7317], [-3.9896, -0.7447, 1.4082], [2.5058, -0.2152, -1.8130], [2.1661, 0.5975, -2.2224], [2.1017, -0.9962, -2.2493], [1.9472, -0.7032, 3.4669], [1.8032, 0.1488, 3.1487], [1.4007, -1.3934, 3.1250], [-1.7608, 2.7645, 1.1486], [-2.1769, 3.3671, 1.7809], [-1.7123, 1.8309, 1.4558], [2.2752, 3.1857, -0.5445], [2.0244, 3.6780, -1.2843], [1.5116, 3.4669, 0.1053], [-0.2546, 4.1080, -0.6461], [-0.7668, 3.4486, -1.1968], [-0.6870, 3.9325, 0.2084], [2.7144, 0.0824, 0.6730], [2.4708, -0.3578, -0.2238], [2.5225, 1.0037, 0.5189]],
  "atomic_forces_ev_per_a": [[0.8, 1.6, 2.3], [1.4, 2.2, 0.9], [0.0, 1.2, -1.9], [-0.2, -2.1, 2.6], [1.1, 0.6, 1.7], [-1.9, 5.3, -0.1], [-0.2, -0.5, -0.2], [-1.4, -0.4, -2.5], [-0.3, -2.2, -0.1], [0.4, -0.2, 0.3], [-1.0, -0.2, -1.0], [1.1, -0.3, 0.8], [-1.6, -0.3, 0.0], [-0.8, 0.6, 0.4], [-0.9, 1.2, -0.7], [1.4, 0.2, -1.3], [-0.2, -1.6, -1.1], [2.1, -2.5, 1.0], [-1.4, -2.1, 0.0], [1.1, -1.0, -2.0], [-0.7, -3.3, -0.5], [0.7, 1.8, -1.6], [-0.1, 1.5, 2.2], [2.1, -0.7, 2.4], [-0.6, 1.9, -0.7], [-1.3, -1.2, -1.3], [4.2, 1.0, -1.1], [-1.6, 0.1, 0.4], [-2.4, -1.1, 0.9], [-1.5, 0.9, 3.5], [1.6, -1.6, -3.5], [-0.4, 0.7, -0.3], [-0.3, -0.9, -1.3], [0.1, -0.4, 0.1], [0.2, 1.0, 0.0], [1.6, -2.0, 2.3], [-0.8, 1.6, -1.4], [-0.8, 0.1, -0.7], [-0.2, 0.1, 0.3], [0.0, -0.8, 0.2], [-0.3, 1.3, 0.5], [-1.2, -0.7, 3.8], [-0.6, 1.3, -1.9], [2.1, -0.8, -2.0], [-1.3, -0.9, -0.7], [0.9, 1.1, 0.7], [0.1, 0.0, -0.2], [-0.1, -1.6, -0.8], [0.7, 1.6, 2.0], [0.1, 0.5, -0.3]],
  "spin_multiplicity": 1,
  "relative_energy_kcal_mol": 82.8,
  "homo_lumo_gap_ev": 10.39
}